a:
{
  "formula": "C3H11N3O",
  "method": "ωB97M-V/def2-TZVPD",
  "species": ["H", "N", "C", "N", "N", "C", "C", "H", "H", "H", "H", "H", "H", "H", "H", "O", "H", "H"],
  "coordinates": [[-0.05, -3.26, 0.05], [0.56, -2.38, 0.15], [-0.03, -1.30, -0.29], [-1.07, -1.28, -1.25], [0.48, 0.04, -0.10], [1.04, 0.97, -1.13], [2.40, 0.48, -1.55], [-0.88, -0.52, -1.92], [-1.09, -2.23, -1.76], [1.19, -0.06, 0.65], [0.46, 1.14, -2.03], [1.32, 1.97, -0.75], [2.20, -0.33, -2.41], [3.02, 1.31, -2.12], [2.86, 0.20, -0.59], [-4.48, 1.55, 5.05], [-3.78, 1.46, 4.43], [-4.15, 2.25, 5.57]],
  "nbo_charge": [0.35, -0.76, 0.59, -0.84, -0.65, -0.23, -0.61, 0.37, 0.38, 0.38, 0.19, 0.21, 0.21, 0.21, 0.22, -0.92, 0.46, 0.46],
  "e_homo_ev": -9.11,
  "homo_lumo_gap_ev": 9.9,
  "charge": 0
}

---

b:
{
  "formula": "C3H11N3O",
  "method": "ωB97M-V/def2-TZVPD",
  "species": ["C", "O", "N", "N", "N", "C", "C", "H", "H", "H", "H", "H", "H", "H", "H", "H", "H", "H"],
  "coordinates": [[-1.98, -0.75, -2.09], [-1.36, -0.81, -0.87], [0.03, -0.81, -1.18], [0.81, 0.18, -0.53], [1.00, 0.00, 0.90], [-0.25, 0.11, 1.70], [2.02, 0.90, 1.32], [-1.58, -1.46, -2.76], [-1.89, 0.25, -2.61], [-3.01, -0.90, -1.95], [0.29, -1.77, -0.84], [0.58, 1.13, -0.86], [-1.08, -0.06, 1.01], [0.01, -0.55, 2.56], [-0.29, 1.11, 2.21], [2.26, 0.62, 2.33], [2.84, 0.86, 0.58], [1.60, 1.95, 1.07]],
  "nbo_charge": [-0.24, -0.44, -0.21, -0.34, -0.29, -0.47, -0.42, 0.17, 0.16, 0.18, 0.36, 0.34, 0.25, 0.20, 0.17, 0.21, 0.22, 0.15],
  "e_homo_ev": -8.40,
  "homo_lumo_gap_ev": 9.5,
  "charge": 0
}

---

Stability ranking, top and bottom: a is the most stable and b is the least stable.

---

a:
{
  "formula": "C3H11N3O",
  "method": "ωB97M-V/def2-TZVPD",
  "species": ["C", "C", "N", "N", "C", "N", "O", "H", "H", "H", "H", "H", "H", "H", "H", "H", "H", "H"],
  "coordinates": [[0.94, -1.18, -1.21], [0.85, -0.63, 0.21], [0.92, -1.75, 1.14], [-0.39, 0.07, 0.51], [-0.66, 1.32, -0.23], [-1.24, 2.15, 0.78], [-1.47, 1.16, -1.36], [0.20, -1.96, -1.35], [0.75, -0.38, -1.93], [1.93, -1.58, -1.41], [1.65, 0.11, 0.37], [1.78, -2.27, 1.02], [0.87, -1.41, 2.10], [-1.17, -0.57, 0.41], [0.29, 1.74, -0.57], [-2.23, 2.08, 0.99], [-0.62, 1.82, 1.61], [-2.39, 1.29, -1.07]],
  "nbo_charge": [-0.64, 0.12, -0.84, -0.68, 0.38, -0.88, -0.71, 0.21, 0.22, 0.20, 0.14, 0.36, 0.36, 0.37, 0.16, 0.36, 0.39, 0.47],
  "e_homo_ev": -8.76,
  "homo_lumo_gap_ev": 9.7,
  "charge": 0
}

---

b:
{
  "formula": "C3H11N3O",
  "method": "ωB97M-V/def2-TZVPD",
  "species": ["C", "N", "O", "H", "H", "H", "H", "H", "C", "N", "C", "N", "H", "H", "H", "H", "H", "H"],
  "coordinates": [[3.75, -0.16, 0.13], [2.67, 0.79, 0.13], [0.66, -0.55, 0.18], [1.32, 0.25, -0.22], [2.54, 1.13, 1.08], [3.71, -0.89, 0.95], [4.70, 0.37, 0.23], [3.76, -0.70, -0.82], [-3.58, 1.02, -0.08], [-1.09, -1.62, -0.48], [-2.27, 0.31, -0.11], [-2.19, -0.94, -0.33], [0.31, -0.99, -0.68], [-1.17, -2.51, 0.03], [-1.37, 0.86, 0.20], [-4.39, 0.34, -0.35], [-3.77, 1.44, 0.91], [-3.57, 1.86, -0.78]],
  "nbo_charge": [-0.47, -0.46, -0.97, 0.46, 0.33, 0.21, 0.21, 0.20, -0.66, -0.38, 0.07, -0.21, 0.48, 0.34, 0.19, 0.23, 0.22, 0.22],
  "e_homo_ev": [-8.92, -7.92],
  "homo_lumo_gap_ev": [9.1, 7.3],
  "charge": 0
}

---

Stability ranking, top and bottom: a is the most stable and b is the least stable.

---

a:
{
  "formula": "C3H8OS",
  "method": "ωB97M-V/def2-TZVPD",
  "species": ["C", "C", "C", "H", "H", "H", "H", "H", "H", "H", "H", "O", "S"],
  "coordinates": [[2.51, -0.58, 0.01], [0.48, 0.63, 0.64], [-0.80, 1.04, -0.21], [3.20, -0.52, -1.36], [3.32, -0.10, 1.25], [2.07, -2.03, 0.47], [0.33, -0.64, 1.24], [0.80, 1.53, 1.07], [-0.83, 1.40, -1.12], [-1.53, 1.77, 0.36], [-0.92, -1.01, -0.74], [1.31, 0.27, -0.52], [-1.88, -0.57, 0.02]],
  "nbo_charge": [-0.37, -0.08, -0.45, 0.25, 0.23, 0.20, 0.21, 0.19, 0.21, 0.20, 0.12, -0.61, -0.10],
  "e_homo_ev": -8.80,
  "homo_lumo_gap_ev": 8.9,
  "charge": 0
}

---

b:
{
  "formula": "C3H8OS",
  "method": "ωB97M-V/def2-TZVPD",
  "species": ["C", "C", "C", "H", "H", "H", "H", "H", "H", "H", "H", "O", "S"],
  "coordinates": [[1.34, -0.02, -0.47], [0.51, 0.86, 0.42], [-0.83, 0.97, -0.15], [2.36, -0.72, 1.13], [1.70, 0.37, -1.54], [0.54, -0.97, -0.76], [0.95, 1.76, 0.78], [0.38, 0.31, 1.46], [-1.41, 1.94, 0.24], [-0.96, 1.32, -1.17], [-0.58, -1.22, 1.20], [2.67, -0.56, 0.02], [-1.90, -0.57, -0.01]],
  "nbo_charge": [-0.09, -0.48, -0.53, 0.44, 0.21, 0.18, 0.24, 0.20, 0.22, 0.24, 0.11, -0.71, -0.03],
  "e_homo_ev": -9.03,
  "homo_lumo_gap_ev": 8.3,
  "charge": 0
}

---

c:
{
  "formula": "C3H8OS",
  "method": "ωB97M-V/def2-TZVPD",
  "species": ["C", "C", "O", "H", "H", "H", "H", "C", "S", "H", "H", "H", "H"],
  "coordinates": [[0.59, -0.95, -1.82], [0.75, 0.36, -1.87], [-0.24, 1.25, -1.55], [1.29, -1.63, -2.27], [-0.28, -1.32, -1.29], [1.57, 0.84, -2.41], [-0.61, 0.92, -0.72], [0.02, 0.16, 1.90], [-1.77, 0.50, 1.56], [0.51, -0.28, 1.04], [-0.03, -0.55, 2.71], [0.42, 1.09, 2.27], [-2.23, -0.40, 2.44]],
  "nbo_charge": [-0.52, 0.14, -0.69, 0.21, 0.20, 0.18, 0.48, -0.72, -0.09, 0.22, 0.23, 0.23, 0.13],
  "e_homo_ev": -9.25,
  "homo_lumo_gap_ev": 9.9,
  "charge": 0
}

---

Stability ranking, top and bottom: c is the most stable and a is the least stable.

---

a:
{
  "formula": "C3H8OS",
  "method": "ωB97M-V/def2-TZVPD",
  "species": ["C", "C", "C", "O", "S", "H", "H", "H", "H", "H", "H", "H", "H"],
  "coordinates": [[-0.22, -1.23, 0.62], [-0.61, 0.90, -0.73], [0.17, -0.44, -0.57], [-0.57, 1.75, 0.37], [2.37, 0.11, -0.28], [-0.28, -0.61, 1.53], [-1.30, -1.40, 0.58], [0.34, -2.24, 0.63], [-1.55, 0.66, -1.06], [0.02, 1.51, -1.53], [0.28, -0.97, -1.42], [-0.54, 1.18, 1.12], [1.89, 0.77, 0.75]],
  "nbo_charge": [-0.68, -0.11, -0.08, -0.69, -0.25, 0.20, 0.22, 0.25, 0.17, 0.20, 0.19, 0.45, 0.11],
  "e_homo_ev": -8.98,
  "homo_lumo_gap_ev": 9.4,
  "charge": 0
}

---

b:
{
  "formula": "C3H8OS",
  "method": "ωB97M-V/def2-TZVPD",
  "species": ["C", "S", "C", "C", "O", "H", "H", "H", "H", "H", "H", "H", "H"],
  "coordinates": [[-1.78, -1.38, 0.28], [-1.38, 0.36, -0.03], [0.33, 0.48, -0.90], [1.61, 0.71, 0.10], [1.34, 1.79, 0.99], [-1.26, -2.09, 0.82], [-2.73, -1.40, 0.81], [-1.62, -1.83, -0.67], [0.30, 1.26, -1.62], [0.32, -0.33, -1.58], [1.76, -0.22, 0.77], [2.61, 1.03, -0.40], [0.48, 1.62, 1.45]],
  "nbo_charge": [-0.76, 0.13, -0.52, -0.07, -0.73, 0.22, 0.24, 0.22, 0.22, 0.21, 0.16, 0.20, 0.48],
  "e_homo_ev": -8.89,
  "homo_lumo_gap_ev": 9.8,
  "charge": 0
}

---

c:
{
  "formula": "C3H8OS",
  "method": "ωB97M-V/def2-TZVPD",
  "species": ["C", "O", "H", "H", "C", "S", "C", "H", "H", "H", "H", "H", "H"],
  "coordinates": [[-2.58, -0.29, 0.62], [-2.54, -1.16, -0.20], [-1.82, -0.20, 1.42], [-3.35, 0.46, 0.56], [0.84, -1.10, -0.18], [0.67, 0.68, 0.10], [2.27, 1.31, -0.41], [1.23, -1.59, 0.71], [1.50, -1.30, -1.01], [-0.15, -1.47, -0.44], [2.27, 2.36, -0.17], [3.07, 0.83, 0.15], [2.48, 1.21, -1.48]],
  "nbo_charge": [0.28, -0.51, 0.11, 0.11, -0.75, 0.16, -0.75, 0.21, 0.22, 0.25, 0.23, 0.21, 0.21],
  "e_homo_ev": -8.54,
  "homo_lumo_gap_ev": 9.4,
  "charge": 0
}

---

Stability ranking, top and bottom: c is the most stable and a is the least stable.

---

a:
{
  "formula": "C2HN3O3",
  "method": "ωB97M-V/def2-TZVPD",
  "species": ["O", "C", "O", "C", "N", "N", "N", "O", "H"],
  "coordinates": [[2.06, -0.92, 0.55], [1.99, 0.09, -0.14], [0.72, 1.00, -0.22], [-0.52, 0.37, 0.05], [-1.59, 1.07, 0.39], [-2.70, 0.02, 0.24], [-2.02, -1.14, -0.17], [-0.68, -0.98, -0.19], [2.73, 0.49, -0.51]],
  "nbo_charge": [-0.46, 0.69, -0.53, 0.70, -0.32, -0.03, 0.09, -0.28, 0.13],
  "e_homo_ev": -11.19,
  "homo_lumo_gap_ev": 10.7,
  "charge": 0
}

---

b:
{
  "formula": "C2HN3O3",
  "method": "ωB97M-V/def2-TZVPD",
  "species": ["O", "N", "O", "C", "C", "N", "O", "N", "H"],
  "coordinates": [[0.96, -2.08, -0.10], [1.25, -0.90, -0.02], [2.36, -0.43, 0.03], [0.23, 0.10, 0.05], [-1.15, -0.09, 0.05], [-1.69, 1.09, -0.02], [-0.70, 1.98, -0.07], [0.48, 1.37, -0.05], [-1.73, -1.05, 0.12]],
  "nbo_charge": [-0.35, 0.51, -0.32, 0.12, -0.07, -0.06, -0.08, -0.01, 0.26],
  "e_homo_ev": -11.93,
  "homo_lumo_gap_ev": 10.7,
  "charge": 0
}

---

c:
{
  "formula": "C2HN3O3",
  "method": "ωB97M-V/def2-TZVPD",
  "species": ["O", "C", "O", "C", "N", "N", "N", "O", "H"],
  "coordinates": [[-1.82, 1.23, 0.08], [-1.41, 0.11, -0.04], [-1.99, -1.13, -0.04], [0.07, 0.08, -0.13], [0.82, 1.11, -0.05], [2.05, 0.58, 0.00], [2.11, -0.66, 0.12], [0.82, -1.04, -0.02], [-2.90, -0.94, 0.38]],
  "nbo_charge": [-0.49, 0.73, -0.64, 0.34, -0.24, -0.06, 0.12, -0.27, 0.51],
  "e_homo_ev": -11.65,
  "homo_lumo_gap_ev": 11.0,
  "charge": 0
}

---

Stability ranking, top and bottom: c is the most stable and b is the least stable.

---

a:
{
  "formula": "Cl2H2S",
  "method": "ωB97M-V/def2-TZVPD",
  "species": ["Cl", "Cl", "S", "H", "H"],
  "coordinates": [[-2.45, -0.90, -0.10], [-2.24, 1.13, -0.14], [2.14, 0.06, -0.14], [1.31, 0.51, 0.78], [1.24, -0.81, -0.40]],
  "nbo_charge": [0.00, 0.00, -0.27, 0.14, 0.13],
  "e_homo_ev": -9.78,
  "homo_lumo_gap_ev": 8.3,
  "charge": 0
}

---

b:
{
  "formula": "Cl2H2S",
  "method": "ωB97M-V/def2-TZVPD",
  "species": ["H", "H", "S", "Cl", "Cl"],
  "coordinates": [[0.50, 0.94, 0.20], [2.01, -0.24, 0.53], [1.01, -0.17, -0.36], [-2.75, -0.13, -0.26], [-0.77, -0.40, -0.12]],
  "nbo_charge": [0.18, 0.06, 0.18, -0.35, -0.06],
  "e_homo_ev": -9.18,
  "homo_lumo_gap_ev": 8.9,
  "charge": 0
}

---

Stability ranking, top and bottom: a is the most stable and b is the least stable.